The following is a DFT calculation (ωB97M-V/def2-TZVPD) of a 2-piece molecular cluster, C7H15BrNO4P overall in a non-equilibrium geometry.

Structure (XYZ):
```
29
Properties=species:S:1:pos:R:3:forces:R:3:nbo_charge:R:1
C -2.90355 2.47317 -0.67727 1.8 -0.3 0.5 -0.614
C -1.47228 2.10945 -0.01996 -4.3 2.2 1.6 0.122
C -1.71466 1.66329 1.47300 2.4 -0.9 -1.8 -0.650
O -0.81249 1.29065 -0.88303 0.5 -2.0 -0.2 -0.797
P 0.24753 0.14658 -0.72915 2.3 -1.2 0.4 2.237
O 0.69701 -0.25694 -2.05377 0.0 -0.2 -0.8 -1.116
O -0.18452 -1.10587 0.17257 0.3 1.0 0.7 -0.857
C 0.90613 -2.09695 0.51329 -0.2 -0.6 -0.2 0.100
C 0.68682 -2.44593 2.02299 0.4 -0.2 -0.2 -0.643
C 0.54592 -3.23737 -0.47619 -1.1 0.3 0.9 -0.642
H -2.71136 3.02617 -1.62649 -0.5 -0.6 0.7 0.217
H -3.47431 1.56048 -0.79331 -0.1 -0.2 -0.5 0.210
H -3.45011 3.07494 0.05067 0.1 0.3 -0.3 0.204
H -1.01665 3.06369 -0.03059 1.1 1.0 0.2 0.163
H -1.89456 0.57962 1.34367 0.2 0.3 0.8 0.224
H -2.60483 2.10303 1.85707 -0.4 0.5 0.4 0.223
H -0.78631 1.92048 2.09028 -1.4 -0.7 -0.6 0.218
H 1.38784 0.57484 0.05527 -1.0 0.4 -0.3 -0.159
H 1.98698 -1.71881 0.39917 -1.8 0.0 -0.3 0.210
H 0.16964 -1.52157 2.43634 0.9 -1.4 0.1 0.236
H 0.06046 -3.36643 2.09648 0.0 1.0 0.0 0.216
H 1.65710 -2.77047 2.54777 -1.3 1.1 -0.7 0.223
H -0.27170 -3.84354 -0.06590 0.6 -0.3 0.5 0.205
H 1.33023 -3.83953 -0.86326 0.8 -0.5 0.1 0.221
H -0.01081 -2.85413 -1.30592 0.4 0.8 -0.8 0.246
O 4.88588 0.23889 -1.59973 1.8 -1.1 1.3 -0.380
N 3.95137 0.95700 -1.64500 -1.5 0.5 -2.2 0.159
C 3.02978 1.47243 -2.16106 -0.8 1.3 0.9 0.040
Br 1.76540 2.80285 -2.12793 0.7 -0.4 -0.1 0.186
```
Positions in Å, forces in eV/Å.

Summary:
SMILES	CC(C)O[PH](=O)OC(C)C.[O-][N+]#CBr
charge	0
ΔE to the lowest compared entry with this formula, charge and spin	102.5	kcal/mol
E_HOMO	-9.4	eV



The following is a DFT calculation (ωB97M-V/def2-TZVPD) of a 2-piece molecular cluster, C4H4ClOP overall in a non-equilibrium geometry.

Structure (XYZ):
```
11
Properties=species:S:1:pos:R:3:forces:R:3:nbo_charge:R:1
C -2.62368 -0.48419 1.66217 -1.3 -1.3 1.0 -0.343
C -2.37176 -0.66638 0.38180 4.0 1.4 1.1 -0.253
C -1.02777 -0.43741 -0.17411 -1.6 -0.3 0.9 -0.041
C 0.07366 -0.22511 -0.58014 0.4 0.2 -0.7 -0.103
Cl 1.45676 0.09586 -1.40590 -0.1 -0.2 0.2 0.099
H -3.69083 -0.79779 1.98312 2.1 1.0 0.0 0.215
H -1.76174 -0.28278 2.32945 -1.1 0.0 -0.1 0.219
H -3.07472 -0.89009 -0.29502 -2.6 -1.0 -2.3 0.211
O 4.65253 2.23751 -0.70433 0.2 0.4 0.8 -0.950
P 4.33948 1.39520 -1.85676 -0.2 -0.5 -1.0 1.129
H 4.02806 0.05519 -1.34028 0.3 0.2 0.1 -0.183
```
Positions in Å, forces in eV/Å.

Summary:
SMILES	C=CC#CCl.O=P
charge	0
ΔE to the lowest compared entry with this formula, charge and spin	80.0	kcal/mol
E_HOMO	-9.4	eV



The following is a DFT calculation (ωB97M-V/def2-TZVPD) of one molecule with the formula C15H21FN2O3S in a non-equilibrium geometry.

Structure (XYZ):
```
43
Properties=species:S:1:pos:R:3:forces:R:3:nbo_charge:R:1
C -1.39052 -4.04407 0.89507 6.8 -1.5 -6.1 -0.227
O -1.86840 -2.88616 0.46664 -8.6 1.8 5.8 -0.480
C -1.25738 -2.05361 -0.18530 -2.0 5.3 -1.7 0.811
O -0.33397 -2.48042 -0.69124 9.0 -0.8 -5.2 -0.633
C -1.80641 -0.54526 -0.49148 1.2 -2.3 3.4 -0.130
C -3.07977 -0.58973 -1.12639 -4.4 -5.6 -0.7 -0.428
C -3.82588 0.60164 -1.22575 1.3 6.2 -0.1 -0.629
S -4.99333 1.00689 -0.04510 -1.8 0.7 4.6 0.068
C -3.96074 1.40362 1.81857 3.9 5.5 -14.2 -0.491
N -0.87043 0.29308 -1.13722 1.1 1.2 1.9 -0.612
C -0.27512 1.33114 -0.42081 -5.2 5.6 2.5 0.767
O -0.96002 2.14272 0.50670 3.4 -5.1 -4.0 -0.735
N 0.74683 1.94449 -1.06078 4.9 -3.5 -1.1 -0.590
C 1.67901 2.86504 -0.16225 -4.1 -9.3 3.4 -0.118
C 2.39533 1.93028 1.04545 -3.3 8.3 1.4 -0.447
C 3.06305 0.81985 0.60874 8.5 8.0 -3.3 -0.086
C 4.46634 1.06865 -0.11288 -4.9 -0.5 3.2 -0.189
C 4.97251 -0.11157 -0.43131 4.3 -3.4 -4.6 -0.232
C 4.33847 -1.40220 -0.58528 -3.2 3.0 5.2 -0.195
C 3.01261 -1.42306 0.23238 7.2 -2.7 -6.0 -0.201
C 2.51026 -0.27334 0.63653 -6.4 -7.6 2.7 0.312
F 1.23167 -0.47818 1.32366 1.7 0.9 -1.1 -0.376
H -2.02747 -4.53776 1.43887 -3.4 -2.3 3.4 0.183
H -0.30586 -3.95129 1.27145 -1.8 -0.2 -0.2 0.197
H -1.30202 -4.58962 -0.17631 0.3 0.0 2.6 0.173
H -1.98746 -0.17939 0.50341 0.2 0.7 0.6 0.245
H -3.90818 -1.28766 -0.43572 2.7 1.1 -2.0 0.222
H -2.99003 -1.01065 -2.13327 0.0 -0.5 0.1 0.216
H -3.11276 1.47541 -1.16296 -0.1 -0.6 -0.1 0.241
H -4.35063 1.01961 -2.07864 -0.1 -1.3 -1.0 0.267
H -3.08141 1.93730 1.22705 -1.5 -1.3 2.1 0.251
H -3.82429 0.59596 2.17633 2.3 -10.6 4.4 0.144
H -4.45444 1.95716 2.36364 -5.3 5.9 4.9 0.163
H -0.19265 -0.14252 -1.70546 0.5 -1.0 -0.9 0.397
H 1.38846 1.03012 -1.66201 -2.1 3.9 2.3 0.349
H 0.98360 3.54131 0.04877 -2.4 3.0 2.1 0.227
H 2.32248 3.18474 -0.75083 6.1 3.0 -5.4 0.161
H 2.96559 2.76711 1.56717 0.2 -1.3 -0.7 0.224
H 1.63091 1.77226 1.79129 -0.5 -0.5 -0.1 0.259
H 4.88105 2.08861 -0.13262 -0.1 -0.9 0.0 0.241
H 5.99433 -0.24860 -0.98949 -1.4 1.2 1.3 0.205
H 4.96191 -2.24748 -0.90381 -0.9 0.2 0.1 0.232
H 2.61480 -2.29444 -0.11478 -2.4 -2.3 0.6 0.245
```
Positions in Å, forces in eV/Å.

Summary:
SMILES	COC(=O)[C@H](CCSC)NC(=O)NCCc1ccccc1F
charge	0
ΔE to the lowest compared entry with this formula, charge and spin	327.3	kcal/mol
E_HOMO	-8.1	eV



The following is a DFT calculation (ωB97M-V/def2-TZVPD) of C22H17N3O7PdS3Sb as an isolated structure.

Structure (XYZ):
```
54
Properties=species:S:1:pos:R:3:forces:R:3:mulliken_spin:R:1
Pd -0.71661 0.23917 1.27404 0.5 0.0 -0.4 1.416
S -5.63847 0.88085 -0.65387 -0.2 0.1 0.1 0.924
Sb -3.29818 0.67147 -0.45823 0.1 0.0 -0.3 -0.050
S -2.74788 2.03581 1.46870 -0.1 0.2 0.1 1.159
S -3.03929 -0.63075 1.54886 -0.3 0.2 -0.1 0.961
O 1.65743 0.59457 1.10960 0.1 0.0 0.2 0.065
C 2.04248 1.75348 1.02348 -0.1 0.1 -0.1 -0.007
C 1.35345 2.84156 0.36534 0.0 0.0 0.1 -0.022
C 1.97183 4.09397 0.39367 0.0 0.0 0.0 -0.014
C 1.40318 5.15283 -0.26601 0.0 0.0 0.0 0.013
C 0.20703 5.00464 -0.97625 0.0 0.0 0.0 -0.004
C -0.41021 3.78417 -1.01765 0.0 0.0 0.0 0.062
C 0.13244 2.65590 -0.34907 0.0 0.0 0.0 -0.015
O -0.46930 1.51652 -0.44630 -0.1 0.0 0.1 0.117
N 2.06172 6.45574 -0.23157 0.0 0.0 0.0 -0.001
O 3.11316 6.54404 0.37476 0.0 0.0 0.0 0.002
O 1.52127 7.37640 -0.81434 0.0 0.0 0.0 0.001
H 3.01683 2.01913 1.46674 0.0 0.0 0.0 0.005
H 2.90126 4.23454 0.92941 0.0 0.0 0.0 -0.001
H -0.21378 5.86362 -1.47848 0.0 0.0 0.0 0.000
H -1.33501 3.64821 -1.56182 0.0 0.0 0.0 0.003
C -1.22788 -4.42688 -1.05456 0.0 0.0 0.0 -0.003
O -0.22524 -3.63950 -0.43464 0.2 -0.7 0.4 0.003
C -0.44826 -3.19802 0.82188 -0.2 -0.2 -0.1 0.052
C -1.58308 -3.47558 1.57535 0.1 -0.2 0.0 -0.013
C -1.70359 -2.99105 2.87103 0.2 -0.2 0.1 -0.007
C -0.70196 -2.21800 3.43471 0.0 -0.2 0.0 -0.005
C 0.42662 -1.92533 2.68398 0.1 -0.2 0.0 0.003
C 0.55004 -2.39624 1.38140 0.1 0.0 0.1 0.004
N 1.73361 -2.07290 0.67807 0.1 -0.2 -0.2 0.005
C 1.98093 -1.77307 -0.58941 -0.2 0.0 0.1 -0.006
C 1.14887 -1.56776 -1.69331 -0.1 0.1 0.1 0.001
C 1.79790 -1.57875 -2.96535 0.0 0.0 0.1 -0.006
C 1.09720 -1.50605 -4.12448 0.0 0.0 0.0 0.007
C -0.31613 -1.40444 -4.06138 0.0 0.0 -0.1 -0.001
C -0.97866 -1.33909 -2.87642 0.0 -0.1 0.1 0.011
C -0.28074 -1.35906 -1.62425 0.2 0.2 -0.1 -0.029
O -0.90778 -1.18203 -0.54044 -0.3 0.6 -0.1 0.085
H -0.82391 -4.71235 -2.02144 0.0 0.0 0.0 0.000
H -2.14293 -3.84735 -1.19921 0.0 0.0 0.0 0.003
H -1.44499 -5.32183 -0.46763 0.0 0.0 0.0 0.000
H -2.38165 -4.06508 1.15063 0.0 0.0 0.0 0.012
H -2.59956 -3.21298 3.43483 0.0 0.0 0.0 0.009
H -0.80124 -1.81814 4.43361 0.0 0.0 0.0 0.005
H 1.20215 -1.28608 3.09044 0.0 -0.1 0.0 -0.003
H 2.53296 -1.97432 1.28807 0.0 0.0 0.0 0.001
H 3.04637 -1.68147 -0.77697 0.0 0.0 0.0 0.000
H 2.87782 -1.67235 -2.98708 0.0 0.0 0.0 0.000
H 1.59994 -1.52811 -5.08032 0.0 0.0 0.0 0.001
H -0.88138 -1.36393 -4.98469 0.0 0.0 0.0 0.000
H -2.05632 -1.24646 -2.84284 0.0 0.0 0.0 0.002
O -1.01292 2.54614 4.66229 -0.1 0.0 0.1 0.063
C -0.68700 1.69435 3.91690 0.1 0.0 -0.1 0.040
N -0.30258 0.80787 3.20023 0.0 0.4 0.3 0.148
```
Positions in Å, forces in eV/Å.

Summary:
spin multiplicity	6
charge	0
ΔE to the lowest compared entry with this formula, charge and spin	9.3	kcal/mol
E_HOMO (spin up / spin down)	-8.3 / -8.5	eV
⟨S²⟩	8.780



The following is a DFT calculation (ωB97M-V/def2-TZVPD) of a 2-piece molecular cluster, C7H9N3O2S2 overall in a non-equilibrium geometry.

Structure (XYZ):
```
23
Properties=species:S:1:pos:R:3:forces:R:3:nbo_charge:R:1
C 3.96786 0.96420 0.65207 3.2 1.0 1.6 0.236
C 1.76235 -0.17177 0.69159 0.9 -0.7 -1.3 0.082
C 2.94445 0.19438 0.13907 -2.0 -1.3 -1.4 -0.353
C -1.20786 -1.54979 -0.27247 0.9 0.4 1.8 0.649
C 1.62307 -1.36467 -1.22634 -0.4 1.3 0.4 -0.181
C -2.38740 -2.06739 0.53747 2.2 0.7 -0.3 -0.683
C -1.60708 2.60501 0.63565 1.3 -3.6 0.2 -0.739
N 4.95523 1.38869 1.10759 -1.9 -0.3 -0.9 -0.229
N 1.02997 -1.05315 -0.10723 1.6 1.6 1.3 -0.076
N -0.06685 -1.52149 0.43108 -1.7 -1.7 1.5 -0.489
O -1.37660 -0.98845 -1.34860 -0.2 -0.1 -1.4 -0.724
O -0.62017 1.64952 -1.77207 -0.1 -0.6 -0.7 -0.885
S 3.02089 -0.50569 -1.45802 1.6 0.4 -0.3 0.567
S 0.00723 2.17159 -0.36249 -1.6 0.2 1.2 0.425
H 1.38795 0.04835 1.63678 -0.6 0.3 1.3 0.255
H 0.99822 -1.75916 -1.95079 -0.6 -1.3 -1.6 0.270
H -3.00699 -1.26762 0.39059 -2.5 1.6 -0.3 0.225
H -2.75149 -2.94300 0.16317 -1.3 -2.2 -1.6 0.223
H -2.31652 -2.25775 1.57403 1.0 0.2 1.1 0.225
H -1.25102 2.60874 1.75442 -1.0 0.6 -2.3 0.233
H -2.34608 1.70216 0.45427 1.6 1.8 0.5 0.226
H -1.98100 3.45421 0.11387 -0.4 1.0 0.5 0.223
H -0.77816 0.66306 -1.78363 0.0 0.7 0.5 0.520
```
Positions in Å, forces in eV/Å.

Summary:
charge	0
ΔE to the lowest compared entry with this formula, charge and spin	101.1	kcal/mol
E_HOMO	-8.5	eV



The following is a DFT calculation (ωB97M-V/def2-TZVPD) of one molecule with the formula C2H5NSi in a non-equilibrium geometry.

Structure (XYZ):
```
9
Properties=species:S:1:pos:R:3:forces:R:3:nbo_charge:R:1
C -2.16719 -0.01935 -0.53488 -3.8 0.3 -1.4 -0.341
C -1.26959 -0.12377 0.24362 0.1 0.4 -1.3 0.144
N -0.05872 -0.07951 0.72062 2.2 -3.1 6.2 -1.032
Si 1.46865 0.05390 -0.15645 -2.0 1.3 -0.7 1.062
H -3.15376 0.16267 -1.03214 1.8 -0.4 0.8 0.245
H -0.05794 -0.65808 1.76848 0.3 2.2 -3.8 0.401
H 0.70973 0.88398 -1.28855 1.5 -1.3 0.5 -0.134
H 2.21770 -1.24554 -0.26454 -0.4 0.4 -0.4 -0.161
H 2.31113 1.02571 0.54384 0.3 -0.1 0.2 -0.183
```
Positions in Å, forces in eV/Å.

Summary:
SMILES	C#CN[SiH3]
charge	0
ΔE to the lowest compared entry with this formula, charge and spin	53.9	kcal/mol
E_HOMO	-8.5	eV



The following is a DFT calculation (ωB97M-V/def2-TZVPD) of a 2-piece molecular cluster, CH4IOP overall in a non-equilibrium geometry.

Structure (XYZ):
```
8
Properties=species:S:1:pos:R:3:forces:R:3:nbo_charge:R:1
C -0.03590 -0.09977 0.70833 -4.8 2.5 1.7 -0.255
O 0.71753 1.13817 0.80053 -1.8 -1.4 0.5 -0.842
P 1.82187 1.55746 -0.21838 0.0 1.9 -3.3 0.790
I 3.29005 -0.34042 -0.25200 0.4 -0.7 -0.3 -0.167
H -1.09784 0.06251 0.16180 2.5 0.1 1.0 0.192
H -0.35991 -0.40328 1.75387 0.9 0.2 -1.3 0.208
H 0.46997 -0.79971 0.17428 1.6 -2.2 -1.2 0.190
H 1.01564 1.53108 -2.02116 1.1 -0.4 2.9 -0.117
```
Positions in Å, forces in eV/Å.

Summary:
charge	0
ΔE to the lowest compared entry with this formula, charge and spin	36.0	kcal/mol
E_HOMO	-8.8	eV



The following is a DFT calculation (ωB97M-V/def2-TZVPD) of one molecule with the formula C17H24N2O3S.

Structure (XYZ):
```
47
Properties=species:S:1:pos:R:3:forces:R:3:nbo_charge:R:1
C 6.74442 0.53800 -2.27271 0.0 0.1 -0.1 -0.252
O 6.34601 0.02030 -1.02502 -0.1 -0.2 0.1 -0.554
C 6.49950 0.91273 0.06406 0.1 0.2 0.2 -0.069
C 5.40576 1.98267 0.15952 0.0 -0.2 0.0 -0.531
C 4.02919 1.45158 0.55710 0.5 0.2 -0.2 0.685
O 3.31580 2.05347 1.32843 -0.2 0.1 0.2 -0.605
N 3.71272 0.28615 -0.06445 0.2 -0.3 -0.3 -0.622
C 2.55644 -0.48562 0.05885 -0.4 -0.1 0.1 0.159
C 2.54601 -1.73288 -0.56518 0.0 0.1 0.0 -0.249
C 1.42888 -2.54262 -0.49518 0.0 0.1 0.1 -0.181
C 0.31170 -2.12239 0.20705 0.0 0.0 0.0 -0.060
C 0.31783 -0.87481 0.82528 0.1 -0.2 -0.2 0.071
C 1.42848 -0.05390 0.75174 0.0 0.1 0.1 -0.256
C -0.92721 -0.49183 1.56513 0.1 0.3 0.3 -0.268
N -2.11718 -0.78458 0.77468 0.3 -0.1 0.2 -0.432
C -3.09993 0.14435 0.73392 -0.2 -0.2 -0.2 0.693
O -3.04610 1.17529 1.37918 -0.1 0.3 0.1 -0.635
C -4.28587 -0.18147 -0.16204 -0.2 0.3 0.1 -0.515
C -5.28338 0.96327 -0.13949 -0.4 0.0 -0.2 -0.503
S -6.72059 0.56393 -1.19186 0.1 0.0 0.1 0.161
C -7.67286 2.08243 -0.91926 0.4 -0.4 0.0 -0.733
C -2.14353 -2.00789 -0.00210 -0.3 -0.4 -0.3 -0.197
C -0.95442 -2.91060 0.33637 -0.1 0.2 0.0 -0.430
H 6.65348 -0.27900 -2.98589 0.0 0.1 0.0 0.200
H 7.78498 0.87852 -2.24078 0.0 0.0 0.0 0.173
H 6.10865 1.36900 -2.59636 0.0 0.0 0.0 0.168
H 6.48012 0.28177 0.95718 0.1 0.1 0.0 0.199
H 7.48157 1.40099 0.00313 -0.1 -0.1 0.0 0.179
H 5.30079 2.49604 -0.79988 0.0 0.1 0.0 0.226
H 5.69457 2.72716 0.90183 -0.1 0.0 0.0 0.244
H 4.44902 -0.13506 -0.62423 -0.1 0.2 0.1 0.424
H 3.42125 -2.06301 -1.10671 0.1 0.0 -0.1 0.209
H 1.42970 -3.50630 -0.98356 0.0 -0.1 -0.1 0.210
H 1.42971 0.91054 1.23124 0.0 0.1 0.0 0.255
H -0.94862 0.57448 1.79778 0.0 -0.2 0.0 0.258
H -0.97670 -1.04937 2.51176 0.0 0.1 0.0 0.198
H -3.94240 -0.35321 -1.18454 0.0 -0.1 0.0 0.228
H -4.77162 -1.09609 0.18646 0.1 -0.1 -0.1 0.228
H -5.64064 1.13825 0.87552 0.1 0.1 0.0 0.222
H -4.82578 1.87760 -0.51801 0.0 0.0 0.1 0.220
H -7.91352 2.17342 0.13645 -0.1 0.1 0.0 0.213
H -8.58253 1.99714 -1.50401 -0.1 0.1 0.0 0.229
H -7.09193 2.93777 -1.25336 -0.1 0.1 0.0 0.213
H -2.10550 -1.76767 -1.07343 0.0 -0.1 0.1 0.191
H -3.07689 -2.54886 0.18975 0.1 0.0 -0.1 0.201
H -1.05824 -3.27256 1.36354 -0.1 -0.1 0.0 0.214
H -0.95550 -3.77359 -0.32999 0.0 0.0 0.0 0.224
```
Positions in Å, forces in eV/Å.

Summary:
SMILES	COCCC(=O)Nc1ccc2c(c1)CN(C(=O)CCSC)CC2
charge	0
ΔE to the lowest compared entry with this formula, charge and spin	17.5	kcal/mol
E_HOMO	-8.3	eV